# 1
Here is 2 unconnected molecules or ions with the total composition C22H34BClFN4O4 from the Open Molecules 2025 dataset. Energies are from ωB97M-V with the def2-TZVPD basis set.

The geometry in XYZ format:
```
67
Properties=species:S:1:pos:R:3:nbo_charge:R:1
C 2.247 -4.497 1.035 -0.737
C 1.992 -4.417 -0.447 0.794
O 1.092 -5.015 -0.937 -0.547
O 2.855 -3.734 -1.234 -0.508
C 3.172 -2.399 -0.848 -0.066
C 2.226 -1.397 -1.490 -0.421
C 2.908 -0.042 -1.675 -0.408
C 1.928 1.109 -1.903 -0.394
C 1.915 2.130 -0.767 -0.377
C 1.550 1.457 0.548 -0.410
C 1.178 2.432 1.668 -0.397
C 1.077 1.702 3.012 -0.224
N -0.013 0.715 2.973 -0.320
C 0.142 -0.613 2.710 0.548
F 1.321 -1.160 2.495 -0.264
C -1.079 -1.229 2.707 -0.114
N -1.985 -0.226 2.997 -0.508
B -3.488 -0.562 3.076 1.202
O -4.140 -0.336 4.224 -0.846
N -4.059 -1.104 1.895 -0.734
C -4.449 -0.068 0.908 -0.405
C -5.137 -2.071 2.172 -0.407
C -1.336 0.929 3.164 0.448
C -1.984 2.205 3.538 -0.565
C -1.927 2.325 5.053 0.550
O -2.535 1.613 5.755 -0.499
Cl -0.872 3.548 5.702 0.017
H 1.315 -4.288 1.549 0.227
H 3.028 -3.839 1.391 0.213
H 2.519 -5.524 1.251 0.259
H 3.216 -2.267 0.231 0.166
H 4.173 -2.195 -1.222 0.195
H 1.974 -1.802 -2.468 0.233
H 1.297 -1.317 -0.924 0.182
H 3.541 0.137 -0.804 0.184
H 3.577 -0.128 -2.527 0.230
H 0.916 0.704 -1.952 0.192
H 2.089 1.595 -2.858 0.230
H 2.884 2.622 -0.687 0.204
H 1.184 2.911 -0.973 0.203
H 0.681 0.825 0.348 0.188
H 2.349 0.817 0.914 0.203
H 1.956 3.186 1.740 0.234
H 0.217 2.898 1.466 0.196
H 0.928 2.386 3.837 0.234
H 1.994 1.143 3.155 0.239
H -1.322 -2.253 2.508 0.272
H -3.588 0.038 4.929 0.521
H -5.436 -0.270 0.513 0.228
H -4.405 0.935 1.331 0.177
H -3.765 -0.083 0.061 0.207
H -5.250 -2.715 1.303 0.210
H -4.857 -2.719 2.994 0.210
H -6.101 -1.602 2.360 0.195
H -3.031 2.221 3.258 0.283
H -1.466 3.045 3.089 0.271
N 1.735 0.570 -5.490 -0.430
C 0.736 -0.114 -6.044 0.033
C -0.258 0.465 -6.819 -0.257
C -0.215 1.832 -7.032 -0.164
C 0.817 2.561 -6.464 -0.259
C 1.761 1.885 -5.707 0.025
H 0.737 -1.182 -5.855 0.196
H -1.043 -0.144 -7.246 0.225
H -0.971 2.322 -7.632 0.222
H 0.892 3.631 -6.605 0.223
H 2.588 2.418 -5.250 0.190
```

Computed properties:
Max |F| (eV Å⁻¹): 1.790
Charge: +1
E_HOMO (hartree): -0.419
Gap between HOMO and LUMO (eV): 8.0
Lowest unoccupied orbital energy (eV): -3.41

---

# 2
Here is a molecular structure, C38H43BaCl3N2OPSe2Si from the Open Molecules 2025 dataset. Energies are from ωB97M-V with the def2-TZVPD basis set.

The geometry in XYZ format:
```
92
Properties=species:S:1:pos:R:3:mulliken_charge:R:1
Ba -0.215 -0.468 0.390 1.420
Cl 6.162 -1.918 -4.251 -0.280
C 4.660 -1.744 -3.354 -0.029
C 3.787 -2.833 -3.258 -0.570
C 2.615 -2.721 -2.551 -0.560
C 2.265 -1.506 -1.903 -0.367
O 1.200 -1.414 -1.200 0.626
C 3.144 -0.400 -2.052 0.922
C 2.844 0.933 -1.543 -1.482
N 1.728 1.355 -1.067 1.239
C 1.651 2.759 -0.849 -0.490
C 2.257 3.681 -1.660 -0.243
C 2.098 5.072 -1.444 -1.013
C 1.306 5.533 -0.439 -0.868
C 0.618 4.608 0.389 1.143
C -0.267 5.030 1.412 -0.839
C -0.939 4.103 2.141 -1.108
C -0.722 2.734 1.854 -0.494
N 0.108 2.301 0.941 0.995
C 0.779 3.228 0.188 -0.336
C 4.344 -0.550 -2.761 -0.836
H 4.041 -3.768 -3.740 0.412
H 1.934 -3.557 -2.464 0.401
H 3.685 1.631 -1.633 0.481
H 2.836 3.345 -2.510 0.607
H 2.601 5.763 -2.108 0.377
H 1.167 6.594 -0.277 0.403
H -0.401 6.091 1.586 0.406
H -1.629 4.379 2.926 0.477
H -1.256 1.975 2.419 0.497
H 5.017 0.295 -2.852 0.400
Se 2.071 -0.623 2.223 -0.437
P 0.388 -0.713 3.615 0.685
Se -1.689 -0.936 2.905 -0.728
C 0.714 -2.109 4.743 0.354
C 1.750 -1.984 5.668 -0.537
C 2.068 -3.038 6.507 -0.617
C 1.362 -4.233 6.415 -0.413
C 0.339 -4.361 5.489 -0.680
C 0.008 -3.299 4.656 -0.191
C 0.454 0.743 4.723 0.207
C 1.341 1.784 4.507 -0.174
C 1.345 2.888 5.354 -0.566
C 0.464 2.951 6.421 -0.458
C -0.429 1.904 6.641 -0.648
C -0.438 0.810 5.795 -0.555
H 2.311 -1.058 5.721 0.361
H 2.871 -2.930 7.225 0.381
H 1.611 -5.063 7.065 0.369
H -0.209 -5.291 5.407 0.395
H -0.797 -3.390 3.938 0.141
H 2.029 1.727 3.672 0.264
H 2.039 3.699 5.171 0.412
H 0.466 3.810 7.080 0.387
H -1.121 1.947 7.473 0.397
H -1.144 0.005 5.957 0.356
C -4.108 0.520 -2.288 -1.726
Si -2.288 -0.121 -2.396 0.056
C -2.601 -1.896 -3.180 2.359
C -1.292 -2.537 -3.644 -2.014
C -3.619 -1.990 -4.314 -1.864
C -3.130 -2.746 -2.017 -1.623
C -1.548 1.124 -3.716 2.371
C -0.122 0.728 -4.107 -2.023
C -2.358 1.354 -4.988 -1.927
C -1.450 2.466 -2.974 -2.089
H -4.658 0.549 -3.237 0.370
H -4.132 1.531 -1.870 0.339
H -4.691 -0.099 -1.598 0.364
H -0.931 -2.111 -4.583 0.310
H -1.424 -3.618 -3.817 0.514
H -0.487 -2.416 -2.912 0.253
H -3.290 -1.461 -5.212 0.285
H -4.592 -1.578 -4.035 0.365
H -3.790 -3.038 -4.608 0.487
H -2.436 -2.760 -1.168 -0.092
H -3.281 -3.791 -2.330 0.486
H -4.083 -2.382 -1.624 0.287
H -0.092 -0.145 -4.763 0.360
H 0.490 0.491 -3.233 0.254
H 0.378 1.549 -4.644 0.503
H -2.409 0.460 -5.616 0.333
H -1.904 2.145 -5.606 0.475
H -3.386 1.664 -4.778 0.352
H -0.850 2.388 -2.064 0.365
H -2.429 2.854 -2.679 0.363
H -0.974 3.226 -3.612 0.436
Cl -1.939 -5.176 1.734 -0.191
C -0.758 -4.877 0.446 0.213
Cl 0.597 -3.880 0.976 -0.036
H -1.268 -4.369 -0.365 -0.332
H -0.365 -5.832 0.118 0.417
```

Computed properties:
Max |F| (eV Å⁻¹): 2.807
Energy relative to the best compared isomer or geometry (same formula, charge and spin) (kJ/mol): 47.5
Charge: -1
E_HOMO (hartree): -0.110
Gap between HOMO and LUMO (eV): 5.0
Lowest unoccupied orbital energy (eV): 1.95

---

# 3
Here is 2 unconnected molecules or ions with the total composition C3H5NS from the Open Molecules 2025 dataset. Energies are from ωB97M-V with the def2-TZVPD basis set.

The geometry in XYZ format:
```
10
Properties=species:S:1:pos:R:3:nbo_charge:R:1
C 2.200 -0.656 0.362 0.238
C -0.998 0.938 -0.868 -0.392
C -1.673 0.307 0.116 -0.381
N 1.905 -1.277 1.358 -0.671
S 2.695 0.382 -0.713 0.019
H -0.653 0.219 -1.640 0.190
H -0.918 2.030 -1.069 0.215
H -2.033 -0.634 0.122 0.186
H -2.125 0.951 0.979 0.179
H 1.601 -2.258 1.353 0.417
```

Computed properties:
Max |F| (eV Å⁻¹): 6.397
Energy relative to the best compared isomer or geometry (same formula, charge and spin) (kJ/mol): 131.8
Structure (SMILES): N=C=S.C=C
E_HOMO (hartree): -0.350
Gap between HOMO and LUMO (eV): 10.1
Lowest unoccupied orbital energy (eV): 0.59

---

# 4
Here is a molecular structure, C24H31BrF5InN8O3P from the Open Molecules 2025 dataset. Energies are from ωB97M-V with the def2-TZVPD basis set.

The geometry in XYZ format:
```
74
Properties=species:S:1:pos:R:3:mulliken_charge:R:1
O 4.025 3.043 0.748 -0.688
P 5.212 2.140 0.374 0.456
O 6.502 3.091 -0.231 -0.349
O 5.663 1.282 1.772 -0.542
In 4.410 0.662 -1.525 0.810
Br 6.224 -0.915 -2.549 -0.544
C 2.543 -0.449 -0.776 -0.105
F 2.648 -0.826 0.603 -0.218
F 2.219 -1.585 -1.582 -0.314
C 1.356 0.616 -0.897 0.321
C 0.886 0.886 -2.330 -0.572
C -0.218 1.910 -2.561 -0.730
C -0.766 2.610 -1.349 -0.608
C -0.325 2.351 0.074 0.139
C -0.916 3.107 1.322 0.670
F -2.311 3.058 1.421 -0.223
F -0.329 2.574 2.488 -0.277
F -0.508 4.461 1.246 -0.255
C 0.776 1.323 0.305 -0.022
H 6.193 4.031 -0.225 0.301
H 4.896 1.116 2.353 0.311
H 3.802 1.721 -2.861 -0.270
H 1.360 0.332 -3.199 0.394
H -0.555 2.125 -3.623 0.494
H -1.573 3.394 -1.533 0.291
H 1.184 1.057 1.323 0.493
C 0.091 -2.087 2.185 -0.531
C -1.404 -2.058 2.251 0.269
N -2.561 -2.014 2.279 -0.452
H 0.464 -3.061 2.503 0.341
H 0.420 -1.897 1.162 0.141
H 0.502 -1.318 2.840 0.251
C -3.793 0.013 -4.607 -0.814
C -3.207 1.376 -4.735 0.506
N -2.751 2.436 -4.834 -0.522
H -4.752 0.069 -4.091 0.213
H -3.946 -0.419 -5.596 0.355
H -3.119 -0.629 -4.037 0.274
C -2.068 -2.164 6.057 -0.777
C -0.857 -2.992 5.774 0.273
N 0.109 -3.651 5.518 -0.445
H -2.008 -1.758 7.069 0.312
H -2.136 -1.337 5.346 0.208
H -2.965 -2.779 5.973 0.204
C -7.090 2.121 -6.668 -0.720
C -7.179 0.782 -6.017 0.348
N -7.248 -0.256 -5.511 -0.406
H -6.926 2.001 -7.740 0.257
H -8.016 2.673 -6.508 0.277
H -6.260 2.685 -6.242 0.257
C 4.344 -3.560 5.107 -0.884
C 2.852 -3.511 5.102 0.345
N 1.676 -3.472 5.108 -0.021
H 4.687 -4.539 5.450 0.267
H 4.722 -3.383 4.100 0.267
H 4.736 -2.793 5.775 0.261
C 10.153 2.702 -1.737 -0.825
C 8.660 2.714 -1.723 0.357
N 7.490 2.723 -1.699 -0.335
H 10.517 1.726 -1.413 0.251
H 10.516 2.900 -2.746 0.265
H 10.540 3.468 -1.062 0.256
C -5.542 -4.030 1.653 -0.480
C -6.473 -5.082 1.151 0.195
N -7.196 -5.897 0.762 -0.369
H -5.819 -3.061 1.238 0.147
H -5.593 -3.978 2.741 0.260
H -4.520 -4.266 1.356 0.236
C -3.902 0.570 0.297 -0.823
C -2.935 0.112 -0.740 0.437
N -2.182 -0.244 -1.542 -0.373
H -3.393 0.679 1.255 0.207
H -4.328 1.531 0.008 0.326
H -4.705 -0.160 0.402 0.252
```

Computed properties:
Max |F| (eV Å⁻¹): 12.494
Charge: -1
E_HOMO (hartree): -0.186
Gap between HOMO and LUMO (eV): 6.9
Lowest unoccupied orbital energy (eV): 1.86

---

# 5
Here is 3 unconnected molecules or ions with the total composition C4H6N2O from the Open Molecules 2025 dataset. Energies are from ωB97M-V with the def2-TZVPD basis set.

The geometry in XYZ format:
```
13
Properties=species:S:1:pos:R:3:nbo_charge:R:1
C -1.963 -0.326 -0.085 0.166
O -1.229 0.725 -0.069 -0.363
C 0.139 0.522 -0.192 0.278
C 1.151 1.448 -0.337 -0.137
N 2.314 0.757 -0.279 -0.453
C 1.952 -0.518 -0.086 0.128
N 0.626 -0.738 -0.041 -0.584
H -2.995 -0.173 0.217 0.211
H -1.364 -1.191 1.253 -0.068
H -1.664 -1.169 -0.704 0.213
H 1.100 2.520 -0.470 0.209
H 2.667 -1.326 0.006 0.184
H -0.557 -1.257 1.031 0.216
```

Computed properties:
Max |F| (eV Å⁻¹): 0.249
Energy relative to the best compared isomer or geometry (same formula, charge and spin) (kJ/mol): 492.5
E_HOMO (hartree): -0.299
Gap between HOMO and LUMO (eV): 7.2
Lowest unoccupied orbital energy (eV): -0.96

---

# 6
Here is a molecular structure, C6H8CuO6 from the Open Molecules 2025 dataset. Energies are from ωB97M-V with the def2-TZVPD basis set.

The geometry in XYZ format:
```
21
Properties=species:S:1:pos:R:3:nbo_charge:R:1
O -1.634 -3.760 -0.415 -0.656
C -1.432 -2.538 -0.382 0.997
O -2.538 -1.822 -0.211 -0.813
O -0.296 -2.021 -0.661 -0.419
C -0.126 -0.600 -0.965 -0.123
C -0.582 0.286 0.148 -0.212
C -1.340 1.367 -0.067 -0.214
C -1.834 2.250 1.038 -0.123
Cu -3.544 -3.458 -0.624 0.956
H -0.627 -0.385 -1.916 0.224
H 0.956 -0.520 -1.112 0.270
H -0.199 0.060 1.149 0.247
H -1.716 1.593 -1.070 0.245
H -1.298 3.207 0.995 0.279
H -1.689 1.798 2.026 0.236
O -3.216 2.617 0.889 -0.355
C -4.201 1.809 1.214 0.972
O -5.142 2.194 1.893 -0.027
H -4.537 0.419 2.295 0.555
O -3.817 0.575 1.535 -0.594
H -2.537 -0.864 0.254 0.557
```

Computed properties:
Max |F| (eV Å⁻¹): 7.570
Energy relative to the best compared isomer or geometry (same formula, charge and spin) (kJ/mol): 149.6
Charge: +2
Multiplicity: 2
E_HOMO (alpha / beta) (hartree): -0.625 / -0.624
Gap between HOMO and LUMO (alpha / beta) (eV): 7.7 / 3.2
<S²>: 0.7565
Lowest unoccupied orbital energy (alpha / beta) (eV): -9.33 / -13.76